The following is a quantum chemistry calculation of a molecular structure, C43H109N11O13 at a distorted geometry, from the Open Molecules 2025 dataset.

XYZ file:
```
176
Properties=species:S:1:pos:R:3:lowdin_charge:R:1
C -1.59 3.84 -0.36 -0.05
C -0.73 4.53 -1.45 -0.37
C 0.70 4.22 -0.98 -0.18
C 1.74 4.49 -2.05 -0.19
C 1.32 3.57 -3.26 -0.07
C -0.12 3.65 -3.86 -0.44
N -1.08 3.87 -2.74 -0.12
O -2.37 4.12 -3.21 0.01
C -0.28 4.75 -4.94 -0.04
C -0.42 2.29 -4.57 -0.03
C -1.00 6.11 -1.45 0.02
H -1.35 4.12 0.66 0.09
H -1.42 2.76 -0.36 0.07
H -2.66 4.03 -0.43 0.09
H 0.91 4.84 -0.11 0.09
H 0.77 3.18 -0.66 0.05
H 2.77 4.39 -1.73 0.07
H 1.60 5.54 -2.32 0.13
H 1.49 2.55 -2.90 0.09
H 1.99 3.75 -4.10 0.13
H -0.10 5.75 -4.54 0.07
H 0.35 4.69 -5.83 0.09
H -1.31 4.89 -5.26 0.08
H 0.25 1.95 -5.36 0.10
H -0.38 1.45 -3.88 0.02
H -1.37 2.28 -5.10 0.09
H -0.72 6.37 -2.47 0.07
H -0.40 6.61 -0.70 0.08
H -2.07 6.32 -1.30 0.08
H -2.84 3.30 -3.10 0.10
C 2.79 5.87 0.56 -0.03
C 3.29 4.83 1.61 -0.45
C 2.09 4.20 2.32 -0.10
C 1.43 2.95 1.68 -0.21
C 2.52 1.90 1.50 -0.13
C 3.62 2.45 0.52 -0.37
N 4.19 3.76 1.03 -0.12
O 5.17 4.19 0.20 0.01
C 4.79 1.44 0.70 -0.03
C 3.22 2.45 -0.98 -0.02
C 4.11 5.51 2.71 -0.05
H 2.03 6.56 0.93 0.10
H 2.49 5.43 -0.39 0.03
H 3.64 6.50 0.33 0.09
H 2.29 4.11 3.39 0.12
H 1.26 4.90 2.26 0.11
H 1.01 3.17 0.69 0.04
H 0.70 2.64 2.42 0.09
H 1.98 1.00 1.18 0.05
H 2.88 1.66 2.50 0.13
H 4.42 0.43 0.52 0.07
H 5.63 1.61 0.03 0.08
H 5.17 1.40 1.72 0.09
H 3.93 2.52 -1.80 0.12
H 2.67 1.51 -1.09 0.02
H 2.53 3.28 -1.11 0.01
H 5.07 5.89 2.35 0.08
H 4.48 4.87 3.51 0.09
H 3.57 6.36 3.13 0.09
H 4.72 4.48 -0.59 0.08
C 0.19 1.37 0.38 -0.06
C 0.04 0.33 -0.76 -0.27
C 1.55 -0.22 -1.12 -0.04
C 2.07 -1.18 -0.07 -0.17
C 1.15 -2.33 0.08 -0.18
C -0.34 -1.95 0.48 -0.23
N -0.83 -0.79 -0.34 -0.02
O -2.16 -0.38 -0.10 0.00
C -1.25 -3.20 0.23 -0.05
C -0.33 -1.67 2.01 0.00
C -0.46 0.94 -2.07 -0.03
H 0.73 2.19 -0.09 0.03
H 0.60 1.11 1.35 0.06
H -0.79 1.72 0.70 0.07
H 1.63 -0.62 -2.13 0.10
H 2.22 0.64 -1.02 0.03
H 2.21 -0.70 0.90 0.09
H 3.04 -1.61 -0.31 0.12
H 1.61 -3.01 0.80 0.05
H 1.07 -2.96 -0.81 0.08
H -1.42 -3.38 -0.84 0.05
H -0.87 -4.13 0.65 0.04
H -2.23 -3.04 0.68 0.11
H 0.42 -0.89 2.15 0.03
H -1.20 -1.08 2.28 0.09
H -0.19 -2.52 2.68 0.11
H -1.47 1.34 -2.02 0.11
H -0.49 0.26 -2.92 0.09
H 0.21 1.74 -2.38 0.05
H -2.01 0.20 0.66 -0.22
C -2.94 -5.83 0.17 -0.76
O -3.03 -5.80 1.41 0.02
N -2.74 -4.75 -0.57 0.09
N -2.99 -6.92 -0.54 0.16
H -2.69 -3.84 -0.13 0.03
H -2.74 -4.94 -1.57 0.13
H -3.30 -7.73 -0.03 0.13
H -2.80 -6.92 -1.53 0.12
C -2.74 1.80 1.17 -0.49
O -2.33 0.69 1.43 0.17
N -2.16 2.90 1.53 0.14
N -3.76 1.96 0.35 0.27
H -1.39 2.89 2.17 0.15
H -2.68 3.73 1.29 0.13
H -3.97 2.77 -0.22 0.14
H -4.25 1.14 0.02 -0.11
C -4.95 -0.18 -0.30 -0.64
O -4.78 0.83 -0.95 0.12
N -6.05 -0.87 -0.12 0.19
N -4.10 -0.82 0.46 0.14
H -6.11 -1.83 0.20 0.13
H -6.83 -0.50 -0.64 0.12
H -4.38 -1.61 1.04 0.12
H -3.16 -0.46 0.53 -0.04
C 0.29 -3.05 -3.83 -0.72
O 0.83 -3.56 -4.82 0.00
N 0.87 -2.34 -2.91 0.15
N -1.02 -3.05 -3.64 0.16
H 1.82 -2.07 -3.11 0.12
H 0.35 -1.93 -2.15 0.08
H -1.42 -2.32 -3.06 -0.08
H -1.52 -3.52 -4.37 0.11
C 3.18 -2.55 2.87 -0.01
C 2.17 -3.55 3.38 -0.20
O 2.32 -4.77 2.68 0.02
H 3.15 -2.30 1.81 0.08
H 4.16 -2.96 3.13 0.09
H 3.09 -1.66 3.50 0.07
H 1.12 -3.25 3.42 0.11
H 2.31 -3.72 4.45 0.14
H 3.15 -5.15 2.99 0.17
C -3.68 -2.49 -2.87 -0.03
C -2.66 -2.28 -1.76 -0.31
O -1.64 -1.44 -2.23 -0.08
H -4.56 -3.08 -2.60 0.08
H -3.30 -3.02 -3.75 0.06
H -3.98 -1.50 -3.21 0.09
H -2.24 -3.27 -1.56 0.03
H -3.16 -1.93 -0.86 0.11
H -1.25 -1.05 -1.44 -0.12
C 1.20 -0.33 3.57 -0.11
C -0.06 0.50 3.55 -0.33
O -0.91 -0.20 4.37 -0.06
H 1.89 0.21 2.92 0.06
H 1.04 -1.35 3.21 0.02
H 1.66 -0.39 4.56 0.11
H -0.50 0.38 2.56 0.07
H 0.03 1.56 3.75 0.12
H -1.79 -0.14 3.99 -0.13
C 2.81 -4.08 -1.04 -0.07
C 2.20 -5.40 -1.48 -0.29
O 3.17 -6.28 -1.98 -0.06
H 2.35 -3.75 -0.11 0.02
H 2.55 -3.32 -1.79 0.06
H 3.87 -4.11 -0.82 0.10
H 1.44 -5.24 -2.25 0.11
H 1.66 -5.84 -0.65 0.05
H 2.71 -7.05 -2.33 0.08
C -0.27 -6.07 0.38 -0.08
C 0.12 -5.28 1.58 -0.25
O 1.21 -4.41 1.25 -0.20
H -0.38 -5.52 -0.55 0.09
H -1.04 -6.83 0.54 0.08
H 0.60 -6.67 0.10 0.08
H 0.41 -5.88 2.44 0.14
H -0.71 -4.68 1.95 0.10
H 1.73 -4.24 2.04 -0.24
C -3.55 -1.39 4.48 -0.02
C -3.62 -0.71 3.06 -0.20
O -2.47 0.07 3.05 -0.11
H -2.65 -2.00 4.53 0.08
H -4.34 -2.13 4.58 0.07
H -3.60 -0.69 5.32 0.09
H -4.46 -0.06 2.86 0.14
H -3.40 -1.48 2.32 0.10
H -2.46 0.61 2.26 -0.34
```

Values from the calculation:
DFT total energy (hartree): -3282.4250
E_HOMO (eV): -8.19
Orbital gap (eV): 8.1